{"formula": "C36H66As3MnN7O4PS", "method": "ωB97M-V with the def2-TZVPD basis set", "lumo_energy_ev": [1.97, 1.97], "spin_multiplicity": 6, "s2": 8.755, "total_energy_ev": -290990.2102, "gap_ha": [0.260, 0.261], "e_homo_ev": [-5.1, -5.1], "charge": -1, "symbols": ["Mn", "O", "C", "O", "C", "C", "C", "N", "C", "C", "C", "O", "O", "H", "H", "H", "C", "As", "C", "C", "C", "C", "C", "As", "C", "C", "C", "As", "C", "C", "H", "H", "H", "H", "H", "H", "H", "H", "H", "H", "H", "H", "H", "H", "H", "H", "H", "H", "H", "H", "H", "H", "H", "H", "H", "H", "H", "N", "P", "N", "C", "C", "C", "C", "C", "N", "C", "C", "C", "C", "C", "N", "C", "C", "C", "C", "C", "H", "H", "H", "H", "H", "H", "H", "H", "H", "H", "H", "H", "H", "H", "H", "H", "H", "H", "H", "H", "H", "H", "H", "H", "H", "H", "H", "H", "H", "H", "S", "C", "N", "C", "C", "N", "H", "H", "H", "H", "H", "H"], "coordinates": [[0.239, 0.647, 1.395], [3.580, -2.923, 6.658], [2.403, -3.102, 6.291], [1.543, -3.918, 6.666], [1.950, -2.170, 5.146], [2.514, -0.911, 4.987], [2.091, -0.096, 3.956], [1.171, -0.475, 3.062], [0.630, -1.701, 3.199], [0.978, -2.555, 4.228], [-0.391, -2.107, 2.138], [-0.838, -3.249, 2.143], [-0.691, -1.183, 1.304], [3.293, -0.594, 5.667], [2.515, 0.891, 3.814], [0.490, -3.515, 4.316], [4.010, 0.972, 0.572], [2.517, 0.264, -0.482], [2.456, 1.739, -1.775], [3.473, -0.954, -1.723], [4.104, -2.290, -1.279], [4.742, -2.138, 0.106], [3.095, -3.445, -1.259], [1.655, -3.295, 0.089], [0.615, -4.829, -0.552], [2.481, -4.265, 1.582], [5.258, -2.624, -2.252], [5.083, -3.135, -4.160], [3.410, -2.321, -4.795], [4.417, -4.978, -4.002], [4.925, 1.021, -0.021], [4.177, 0.360, 1.457], [3.725, 1.970, 0.901], [3.457, 1.952, -2.157], [2.064, 2.620, -1.273], [1.794, 1.483, -2.602], [4.264, -0.309, -2.122], [2.762, -1.117, -2.535], [4.003, -1.848, 0.856], [5.525, -1.377, 0.095], [5.187, -3.082, 0.429], [3.624, -4.394, -1.124], [2.583, -3.495, -2.224], [1.235, -5.726, -0.604], [0.193, -4.624, -1.537], [-0.199, -4.983, 0.156], [3.041, -5.130, 1.223], [1.669, -4.592, 2.231], [3.137, -3.619, 2.163], [5.822, -3.470, -1.842], [5.958, -1.782, -2.261], [3.494, -1.235, -4.797], [2.540, -2.617, -4.211], [3.271, -2.654, -5.825], [5.065, -5.535, -3.325], [4.471, -5.446, -4.985], [3.395, -5.030, -3.635], [-1.146, 1.783, 0.455], [-2.577, 1.422, -0.005], [-2.712, 0.376, -1.328], [-1.696, 0.614, -2.369], [-0.624, -0.467, -2.348], [-1.230, -1.823, -2.724], [-2.700, -1.888, -2.286], [-2.932, -1.062, -1.031], [-3.545, 0.762, 1.168], [-4.979, 0.609, 0.917], [-5.537, -0.492, 1.807], [-5.419, -0.103, 3.288], [-4.199, 0.801, 3.519], [-3.090, 0.473, 2.529], [-3.510, 2.735, -0.511], [-3.686, 3.135, -1.897], [-4.791, 4.178, -1.979], [-4.378, 5.467, -1.253], [-3.459, 5.158, -0.061], [-3.734, 3.770, 0.501], [-1.242, 1.592, -2.200], [-2.178, 0.650, -3.355], [-0.214, -0.514, -1.336], [0.196, -0.203, -3.024], [-0.661, -2.617, -2.238], [-1.158, -1.989, -3.803], [-2.996, -2.919, -2.088], [-3.351, -1.518, -3.085], [-2.272, -1.412, -0.232], [-3.960, -1.195, -0.693], [-5.136, 0.376, -0.137], [-5.515, 1.550, 1.109], [-4.969, -1.406, 1.612], [-6.576, -0.697, 1.540], [-5.334, -1.006, 3.896], [-6.326, 0.412, 3.614], [-3.823, 0.689, 4.536], [-4.476, 1.853, 3.394], [-2.795, -0.576, 2.628], [-2.211, 1.085, 2.734], [-3.939, 2.250, -2.481], [-2.764, 3.558, -2.334], [-5.686, 3.755, -1.515], [-5.039, 4.384, -3.022], [-5.270, 5.999, -0.914], [-3.863, 6.135, -1.948], [-3.575, 5.907, 0.725], [-2.413, 5.187, -0.368], [-4.769, 3.724, 0.870], [-3.080, 3.578, 1.354], [1.512, 2.892, 2.355], [1.186, 4.005, 1.112], [1.907, 5.167, 0.970], [1.230, 6.030, 0.012], [0.421, 4.994, -0.785], [0.290, 3.888, 0.152], [2.352, 5.528, 1.796], [1.940, 6.573, -0.611], [0.570, 6.750, 0.507], [0.954, 4.676, -1.687], [-0.553, 5.374, -1.093], [-0.447, 2.961, 0.165]], "atomic_forces_ev_per_a": [[0.2, 0.1, -0.1], [0.0, 0.1, 0.1], [0.1, -0.2, -0.1], [0.0, 0.0, 0.0], [-0.1, 0.1, 0.0], [0.1, 0.0, 0.0], [0.1, 0.0, -0.1], [-0.1, -0.1, 0.1], [0.0, 0.0, -0.1], [0.0, 0.0, 0.0], [0.0, 0.0, 0.1], [0.0, 0.0, 0.0], [-0.2, 0.0, 0.0], [0.0, 0.0, 0.0], [0.0, 0.0, 0.0], [0.0, 0.0, 0.0], [0.1, 0.0, -0.1], [0.0, 0.2, 0.3], [0.0, 0.0, 0.0], [0.0, 0.0, 0.0], [0.0, 0.0, 0.0], [0.0, 0.0, 0.0], [0.0, 0.0, 0.0], [0.0, 0.0, 0.0], [0.0, 0.0, 0.0], [0.0, 0.0, 0.0], [0.0, 0.0, 0.0], [0.0, 0.0, 0.0], [0.0, 0.0, 0.0], [0.0, 0.0, 0.0], [0.0, 0.0, 0.0], [0.0, 0.0, 0.0], [0.0, 0.0, 0.0], [0.0, 0.0, 0.0], [0.0, 0.0, 0.0], [0.0, 0.0, 0.0], [0.0, 0.0, 0.0], [0.0, 0.0, 0.0], [0.0, 0.0, 0.0], [0.0, 0.0, 0.0], [0.0, 0.0, 0.0], [0.0, 0.0, 0.0], [0.0, 0.0, 0.0], [0.0, 0.0, 0.0], [0.0, 0.0, 0.0], [0.0, 0.0, 0.0], [0.0, 0.0, 0.0], [0.0, 0.0, 0.0], [0.0, 0.0, 0.0], [0.0, 0.0, 0.0], [0.0, 0.0, 0.0], [0.0, 0.0, 0.0], [0.0, 0.0, 0.0], [0.0, 0.0, 0.0], [0.0, 0.0, 0.0], [0.0, 0.0, 0.0], [0.0, 0.0, 0.0], [0.0, 0.2, -0.1], [0.0, 0.0, -0.1], [0.1, 0.0, 0.1], [0.0, 0.0, 0.0], [0.0, 0.0, 0.0], [0.0, 0.0, 0.0], [0.0, 0.0, 0.0], [-0.1, 0.0, 0.0], [-0.1, 0.0, 0.0], [0.0, 0.0, 0.0], [0.0, 0.0, 0.0], [0.0, 0.0, 0.0], [0.0, 0.0, 0.0], [0.0, 0.0, 0.0], [0.1, 0.0, 0.1], [0.0, 0.0, 0.0], [0.0, 0.0, 0.0], [0.0, 0.0, 0.0], [0.0, 0.0, 0.0], [0.0, 0.0, 0.0], [0.0, 0.0, 0.0], [0.0, 0.0, 0.0], [0.0, 0.0, 0.0], [0.0, 0.0, 0.0], [0.0, 0.0, 0.0], [0.0, 0.0, 0.0], [0.0, 0.0, 0.0], [0.0, 0.0, 0.0], [0.0, 0.0, 0.0], [0.0, 0.0, 0.0], [0.0, 0.0, 0.0], [0.0, 0.0, 0.0], [0.0, 0.0, 0.0], [0.0, 0.0, 0.0], [0.0, 0.0, 0.0], [0.0, 0.0, 0.0], [0.0, 0.0, 0.0], [0.0, 0.0, 0.0], [0.0, 0.0, 0.0], [0.0, 0.0, 0.0], [0.0, 0.0, 0.0], [0.0, 0.0, 0.0], [0.0, 0.0, 0.0], [0.0, 0.0, 0.0], [0.0, 0.0, 0.0], [0.0, 0.0, 0.0], [0.0, 0.0, 0.0], [0.0, 0.0, 0.0], [0.0, 0.0, 0.0], [0.0, 0.0, 0.0], [-0.1, 0.0, 0.0], [-0.1, -0.1, -0.2], [0.0, -0.1, 0.0], [0.0, 0.1, -0.1], [-0.1, 0.1, 0.0], [0.1, 0.0, 0.2], [0.0, 0.0, 0.0], [0.0, 0.0, 0.0], [0.0, 0.0, 0.0], [0.1, 0.0, 0.0], [0.0, 0.0, 0.0], [-0.1, -0.2, 0.1]]}

=====

{"formula": "C10H20CoN2Si", "method": "ωB97M-V with the def2-TZVPD basis set", "lumo_energy_ev": [0.57, 0.22], "spin_multiplicity": 4, "s2": 3.769, "total_energy_ev": -59176.8851, "gap_ha": [0.287, 0.315], "e_homo_ev": [-7.2, -8.4], "charge": 0, "symbols": ["Co", "C", "H", "H", "H", "H", "H", "C", "C", "C", "C", "C", "C", "N", "N", "Si", "C", "C", "C", "H", "H", "H", "H", "H", "H", "H", "H", "H", "H", "H", "H", "H", "H", "H"], "coordinates": [[-1.018, 0.162, -0.617], [0.620, 0.857, -4.368], [0.276, 0.908, -3.271], [1.098, -0.115, -4.485], [1.504, 1.421, -4.585], [-0.105, 1.114, -5.088], [-2.206, 1.176, -0.551], [-0.151, -3.173, -2.343], [-0.111, -2.701, -0.886], [0.060, -3.581, 0.191], [0.114, -3.125, 1.477], [0.098, -1.756, 1.760], [0.012, -0.916, 0.692], [-0.189, -1.392, -0.612], [0.016, 0.442, 0.674], [-0.017, 1.937, 1.634], [-1.556, 1.802, 2.657], [1.548, 1.662, 2.549], [0.002, 3.443, 0.554], [-1.083, -2.923, -2.887], [0.699, -2.782, -2.934], [-0.063, -4.279, -2.331], [0.146, -4.621, -0.099], [0.207, -3.839, 2.284], [0.104, -1.309, 2.738], [-1.740, 0.778, 3.001], [-1.411, 2.435, 3.540], [-2.409, 2.166, 2.071], [2.358, 2.009, 1.896], [1.473, 2.253, 3.466], [1.681, 0.601, 2.796], [0.893, 3.484, -0.084], [-0.895, 3.551, -0.064], [0.044, 4.310, 1.224]], "atomic_forces_ev_per_a": [[-6.8, 3.5, -6.5], [1.1, -0.8, 2.3], [0.5, 0.3, -1.8], [-0.9, -0.6, -0.3], [0.3, 1.2, 0.4], [-1.0, -0.1, -0.6], [-0.5, 0.3, -0.1], [0.0, -0.5, 0.4], [0.0, 0.0, 0.3], [-0.1, -0.5, -2.5], [0.2, 1.1, 1.5], [-0.3, -2.0, 0.7], [1.0, 1.2, -0.3], [2.4, -3.2, 0.4], [3.4, 0.7, 3.5], [-0.2, -2.4, -0.8], [0.1, 0.5, 0.4], [0.1, 0.6, 0.6], [0.1, 0.2, 0.0], [0.4, 0.1, 0.5], [-0.4, 0.0, 0.4], [-0.1, 0.6, -0.1], [0.0, -0.1, 0.5], [0.0, 0.0, 0.1], [0.2, -0.3, 0.3], [0.0, 0.2, -0.2], [-0.4, 0.0, 0.0], [0.1, -0.2, 0.2], [0.1, -0.1, 0.4], [0.7, 0.0, 0.1], [0.0, 0.4, -0.1], [-0.2, -0.1, 0.1], [0.1, -0.2, 0.1], [0.0, 0.0, -0.1]]}

=====

{"formula": "C24H27F5N2O5SeZn", "method": "ωB97M-V with the def2-TZVPD basis set", "lumo_energy_ev": 0.05, "spin_multiplicity": 1, "total_energy_ev": -165897.6864, "gap_ha": 0.287, "e_homo_ev": -7.8, "charge": 0, "symbols": ["Zn", "C", "N", "C", "C", "O", "C", "O", "C", "C", "O", "N", "C", "C", "H", "H", "H", "H", "H", "H", "H", "H", "H", "H", "H", "H", "H", "H", "H", "H", "C", "C", "C", "C", "C", "C", "C", "C", "C", "C", "O", "O", "H", "H", "H", "H", "H", "H", "H", "H", "H", "H", "H", "F", "C", "C", "F", "C", "F", "C", "Se", "C", "F", "C", "F"], "coordinates": [[0.292, -0.251, 0.133], [0.154, 0.088, 4.544], [-0.472, 1.137, 3.756], [-1.582, 1.827, 4.383], [-0.073, 1.372, 2.506], [0.842, 0.718, 1.974], [-0.715, 2.518, 1.732], [-0.123, 2.628, 0.466], [1.213, 3.038, 0.433], [2.024, 2.051, -0.395], [1.481, 1.086, -0.953], [3.337, 2.280, -0.529], [4.160, 1.360, -1.305], [4.023, 3.428, 0.026], [0.646, 0.523, 5.416], [0.881, -0.432, 3.931], [-0.607, -0.617, 4.883], [-1.236, 2.458, 5.205], [-2.280, 1.087, 4.777], [-2.124, 2.437, 3.668], [-0.614, 3.451, 2.304], [-1.772, 2.314, 1.561], [1.651, 3.145, 1.430], [1.278, 4.019, -0.058], [3.624, 0.430, -1.444], [5.088, 1.171, -0.764], [4.402, 1.793, -2.278], [3.323, 4.194, 0.349], [4.662, 3.870, -0.740], [4.647, 3.136, 0.873], [-0.674, -1.011, -5.695], [-1.159, -0.601, -4.332], [-1.304, 0.738, -3.994], [-1.740, 1.132, -2.736], [-1.897, 2.596, -2.435], [-2.009, 0.145, -1.773], [-1.899, -1.210, -2.103], [-2.293, -2.321, -1.165], [-1.474, -1.557, -3.380], [-2.359, 0.583, -0.364], [-3.354, 1.246, -0.112], [-1.543, 0.161, 0.563], [-0.604, -0.153, -6.364], [-1.350, -1.737, -6.150], [0.312, -1.475, -5.637], [-1.075, 1.501, -4.731], [-1.552, 3.193, -3.280], [-1.328, 2.881, -1.553], [-2.936, 2.843, -2.224], [-2.465, -1.975, -0.146], [-1.511, -3.081, -1.141], [-3.208, -2.802, -1.517], [-1.382, -2.609, -3.631], [-0.957, -6.331, 3.096], [-0.392, -5.404, 2.331], [-0.440, -4.068, 2.699], [-1.057, -3.708, 3.827], [0.156, -3.117, 1.894], [0.061, -1.840, 2.297], [0.812, -3.428, 0.711], [1.652, -2.125, -0.405], [0.837, -4.773, 0.371], [1.437, -5.168, -0.755], [0.253, -5.754, 1.159], [0.310, -7.032, 0.789]], "atomic_forces_ev_per_a": [[0.0, 0.1, 0.0], [0.0, 0.0, 0.1], [0.0, 0.0, -0.1], [-0.1, 0.0, 0.0], [-0.1, -0.1, 0.1], [0.1, 0.1, 0.0], [0.1, 0.1, 0.1], [-0.1, 0.1, -0.1], [0.0, 0.2, -0.1], [0.2, -0.1, -0.1], [0.0, 0.2, 0.2], [-0.2, -0.1, -0.1], [0.0, 0.1, 0.0], [0.0, 0.1, 0.0], [0.0, 0.0, 0.0], [0.0, 0.0, 0.1], [0.0, 0.0, 0.0], [0.0, 0.0, 0.0], [0.0, 0.0, 0.0], [0.0, 0.0, 0.0], [0.0, 0.0, -0.1], [0.0, 0.0, 0.0], [0.0, -0.1, 0.0], [-0.1, 0.0, 0.0], [0.0, -0.1, 0.0], [0.0, 0.0, 0.0], [0.0, 0.0, 0.0], [0.1, 0.0, 0.0], [0.0, 0.0, 0.0], [0.0, 0.0, 0.0], [0.0, 0.0, -0.1], [0.0, 0.0, 0.0], [-0.1, 0.0, 0.0], [0.1, -0.2, 0.0], [0.0, 0.1, 0.0], [0.1, 0.4, 0.0], [-0.1, 0.0, 0.0], [0.1, 0.0, 0.2], [0.0, 0.0, -0.1], [-0.4, -0.4, 0.1], [0.3, 0.1, -0.1], [0.2, -0.1, -0.2], [0.0, 0.0, 0.0], [0.0, 0.0, 0.0], [0.0, 0.0, 0.0], [0.0, 0.0, 0.0], [0.0, 0.0, 0.0], [0.1, 0.0, 0.1], [0.0, 0.0, 0.0], [0.0, 0.0, -0.1], [0.0, 0.0, 0.0], [0.0, 0.0, 0.0], [0.0, 0.0, 0.0], [-0.1, -0.1, 0.1], [0.1, 0.3, -0.1], [0.1, -0.1, -0.2], [-0.1, 0.0, 0.1], [-0.1, -0.1, 0.0], [0.0, -0.1, 0.0], [0.0, 0.1, 0.0], [-0.2, 0.0, 0.1], [0.0, -0.1, 0.1], [0.0, 0.0, 0.0], [0.0, 0.2, 0.0], [0.0, -0.1, 0.0]]}

=====

{"formula": "C14H30BO3", "method": "ωB97M-V with the def2-TZVPD basis set", "lumo_energy_ev": 2.35, "spin_multiplicity": 1, "total_energy_ev": -21821.3407, "gap_ha": 0.256, "e_homo_ev": -4.6, "charge": -1, "symbols": ["C", "O", "C", "C", "C", "C", "C", "C", "C", "C", "C", "C", "C", "B", "C", "C", "O", "O", "H", "H", "H", "H", "H", "H", "H", "H", "H", "H", "H", "H", "H", "H", "H", "H", "H", "H", "H", "H", "H", "H", "H", "H", "H", "H", "H", "H", "H", "H"], "coordinates": [[6.780, -0.789, 1.640], [7.224, 0.302, 0.809], [6.274, 1.382, 0.749], [5.516, 1.519, -0.649], [4.709, 0.205, -1.048], [3.594, -0.209, 0.041], [2.492, -1.090, -0.759], [1.248, -0.194, -1.241], [-0.039, -0.302, -0.280], [-1.282, -0.821, -1.133], [-2.535, -1.315, -0.277], [-3.003, -0.321, 0.879], [-4.322, 0.516, 0.551], [-5.673, -0.385, 0.287], [-7.078, 0.312, 0.801], [-8.093, 0.723, -0.345], [-8.174, 0.228, -1.475], [-9.059, 1.764, -0.032], [7.703, -1.137, 2.232], [6.472, -1.674, 0.991], [5.998, -0.515, 2.412], [5.485, 1.376, 1.564], [6.881, 2.349, 0.884], [4.864, 2.457, -0.621], [6.306, 1.695, -1.446], [4.128, 0.460, -2.005], [5.409, -0.678, -1.228], [3.131, 0.687, 0.566], [4.108, -0.918, 0.765], [3.022, -1.555, -1.665], [2.085, -1.944, -0.135], [1.002, -0.389, -2.342], [1.622, 0.894, -1.209], [0.204, -0.950, 0.629], [-0.281, 0.776, 0.029], [-0.906, -1.737, -1.722], [-1.594, -0.069, -1.941], [-3.350, -1.617, -1.004], [-2.205, -2.287, 0.244], [-2.203, 0.416, 1.211], [-3.233, -0.974, 1.796], [-4.156, 1.280, -0.293], [-4.536, 1.161, 1.489], [-5.552, -1.495, 0.744], [-5.763, -0.529, -0.906], [-6.878, 1.251, 1.415], [-7.566, -0.437, 1.525], [-8.777, 2.577, -0.496]], "atomic_forces_ev_per_a": [[1.3, -1.0, 0.4], [-1.7, 0.1, 0.9], [-0.2, 1.8, -0.8], [0.8, -0.8, 0.0], [-0.9, 1.2, 0.4], [0.4, -1.4, -1.2], [-0.2, 0.4, -0.2], [0.8, 0.6, 0.2], [-0.1, 1.0, -1.3], [0.1, -1.0, 0.0], [1.0, -0.2, 0.3], [-0.9, 0.1, 0.1], [0.4, 0.9, 1.0], [0.3, 0.2, -0.9], [-1.2, 0.7, 0.4], [0.1, -1.4, -1.6], [0.2, 1.4, 3.1], [1.2, -0.1, 0.0], [-1.3, 0.4, -0.8], [0.0, 1.1, 0.9], [0.7, -0.2, -1.1], [1.1, -0.4, -0.7], [-0.8, -1.3, -0.1], [0.7, -1.4, 0.1], [-0.9, -0.1, 0.9], [1.0, -0.5, 1.1], [-0.9, 1.2, 0.2], [0.6, -1.2, -0.6], [-0.7, 1.2, -0.5], [-0.7, 0.6, 1.3], [0.6, 1.0, -0.6], [0.1, 0.0, 1.6], [-0.5, -1.4, -0.2], [-0.6, 0.9, -1.2], [0.3, -1.7, 0.0], [-0.5, 1.2, 0.7], [0.5, -0.8, 1.3], [0.6, 0.6, 1.1], [-0.4, 1.3, -0.8], [-0.5, -1.1, -0.6], [0.2, 1.0, -1.2], [0.1, -1.0, 1.0], [0.5, -0.7, -1.1], [0.1, -0.4, 0.5], [-0.1, -0.2, -0.5], [-0.5, -0.9, -0.6], [0.2, 1.2, -1.2], [-0.2, -0.7, 0.1]]}

=====

{"formula": "C3H8OS", "method": "ωB97M-V with the def2-TZVPD basis set", "lumo_energy_ev": [0.47, 0.47], "spin_multiplicity": 1, "total_energy_ev": -16119.5300, "gap_ha": [0.305, 0.305], "e_homo_ev": [-7.8, -7.8], "charge": 0, "symbols": ["C", "C", "C", "O", "S", "H", "H", "H", "H", "H", "H", "H", "H"], "coordinates": [[-1.303, -0.401, 1.253], [0.531, 1.043, -0.615], [-0.197, -0.298, -0.929], [1.741, 0.757, 0.083], [0.501, -1.790, -1.351], [-2.078, 0.314, 1.193], [-1.567, -1.475, 1.468], [-0.541, 0.071, 1.922], [-0.013, 1.728, -0.102], [0.778, 1.474, -1.541], [-1.026, 0.025, -1.526], [1.414, 0.367, 0.881], [1.760, -1.815, -0.737]], "atomic_forces_ev_per_a": [[2.5, -0.8, -1.3], [2.4, -4.2, -0.9], [-1.4, 2.7, 3.9], [-0.1, 0.7, -0.7], [1.3, -0.8, -0.2], [-1.2, 0.3, -0.4], [0.3, 1.4, -0.3], [-0.3, -0.9, -0.5], [-2.2, 1.7, 1.6], [0.7, 0.6, -1.4], [-0.7, -0.8, -0.4], [0.1, -0.5, 1.1], [-1.3, 0.6, -0.3]]}

=====

{"formula": "F4OP2", "method": "ωB97M-V with the def2-TZVPD basis set", "lumo_energy_ev": 0.60, "spin_multiplicity": 1, "total_energy_ev": -31499.9907, "gap_ha": 0.430, "smiles": "FP(F)OP(F)F", "e_homo_ev": -11.1, "charge": 0, "symbols": ["F", "P", "F", "O", "P", "F", "F"], "coordinates": [[2.063, -1.041, -0.725], [1.531, 0.397, -0.256], [2.266, 0.232, 1.117], [0.003, -0.114, 0.048], [-1.562, 0.316, 0.552], [-2.045, 1.157, -0.737], [-2.256, -0.946, 0.000]], "atomic_forces_ev_per_a": [[-0.3, 0.5, -0.5], [-0.3, -1.2, -0.6], [-0.2, 0.5, 0.9], [-0.9, 0.7, 0.7], [1.5, 0.7, -1.6], [0.6, 0.3, 0.8], [-0.4, -1.4, 0.3]]}